{"formula": "CH3O2S", "method": "ωB97M-V with the def2-TZVPD basis set", "homo_lumo_gap_ev": 7.9, "de_lowest_kcal_mol": 3.3, "total_charge": -1, "species": ["S", "H", "O", "C", "O", "H", "H"], "xyz": [[-0.99795, 0.18321, -1.85737], [-1.77204, 1.19090, -2.27793], [1.16723, -0.64845, 2.31928], [0.84045, -0.51957, 1.16034], [0.43736, 0.57446, 0.62433], [0.88048, -1.34753, 0.42596], [-0.04928, 0.45560, -0.32368]]}